Here is the ion C6H10ClN2O2 with charge +1 in a non-equilibrium geometry from the OMol25 dataset. Energies are from ωB97M-V/def2-TZVPD.

Values from the calculation:
energy = -954.4147 a.u.
E_LUMO (alpha / beta) = -4.60 / -4.60 eV
energy relative to the best compared isomer or geometry (same formula, charge and spin) = 3.562 eV
maximum force = 0.0577 Eh/bohr
net charge = +1
spin multiplicity = 1

Geometry as XYZ:
```
21
C6H10ClN2O2 ωB97M-V/def2-TZVPD
C -0.323 -0.641 -1.096
C 1.027 0.641 0.168
C -0.911 -0.393 1.130
C 0.638 -0.489 1.105
C -2.424 -1.624 -0.415
C 1.852 2.765 -0.412
N -1.350 -0.676 -0.228
N 0.986 -1.685 0.385
O 0.503 0.463 -1.012
O 1.662 1.673 0.500
Cl 2.595 -1.584 -0.172
H -0.388 -1.074 -2.079
H -1.330 -1.135 1.812
H -1.229 0.603 1.455
H 1.076 -0.409 2.100
H -3.330 -1.215 0.028
H -2.591 -1.778 -1.477
H -2.190 -2.580 0.058
H 2.918 2.996 -0.422
H 1.305 3.621 -0.013
H 1.503 2.521 -1.414
```

Atom charges from the Löwdin analysis, given in e for atoms 1 to 5:
1 C -0.03
2 C -0.33
3 C -0.05
4 C -0.34
5 C -0.01